C72H202N34O34 | the ωB97M-V functional and the def2-TZVPD basis

Positions of all 342 atoms, in Å:
C (-1.968173, -4.533572, 5.820463)
O (-0.895240, -5.107273, 5.826664)
N (-2.191934, -3.290466, 5.281659)
N (-3.127980, -5.137515, 6.328801)
H (-1.554323, -2.930159, 4.552183)
H (-3.030534, -2.727348, 5.522039)
H (-2.940967, -5.903796, 6.936198)
H (-3.870621, -4.490328, 6.586479)
C (2.804438, 1.086267, 4.519304)
O (3.778553, 0.373911, 4.420182)
N (2.176844, 1.402765, 5.638998)
N (2.429002, 1.767370, 3.408763)
H (1.320945, 1.958239, 5.590673)
H (2.436115, 1.030593, 6.530787)
H (2.852494, 1.586852, 2.489221)
H (1.592922, 2.338041, 3.344498)
C (1.355660, -5.724332, -0.883747)
O (2.331831, -5.263990, -1.448424)
N (1.506375, -6.895953, -0.182290)
N (0.126912, -5.164045, -0.912345)
H (0.668293, -7.442908, 0.102643)
H (2.309417, -7.338265, -0.568660)
H (-0.553847, -5.637169, -0.368514)
H (0.174227, -4.112752, -1.002057)
C (-3.081385, 1.480533, -4.066332)
O (-2.114856, 1.031738, -4.703113)
N (-2.951536, 2.589989, -3.260599)
N (-4.243218, 0.849981, -4.095315)
H (-2.078258, 3.118772, -3.373891)
H (-3.869248, 3.014662, -2.951925)
H (-4.396094, 0.219961, -4.841692)
H (-4.803802, 0.794848, -3.218518)
C (3.963830, 4.812188, -4.499762)
O (3.141378, 3.994033, -4.888045)
N (3.739304, 6.188520, -4.498462)
N (5.117770, 4.433337, -4.009470)
H (4.509128, 6.833168, -4.577712)
H (2.997411, 6.342752, -5.155924)
H (5.377276, 3.410329, -3.854980)
H (5.685645, 5.037489, -3.422769)
C (-1.529756, 3.709283, 2.563195)
O (-0.545920, 3.461327, 3.334000)
N (-2.731644, 3.043559, 2.578242)
N (-1.468448, 4.804076, 1.770308)
H (-3.590953, 3.405373, 2.167842)
H (-2.757589, 2.393712, 3.345547)
H (-0.525153, 5.235206, 1.704248)
H (-2.216170, 4.954007, 1.080960)
C (4.673157, 0.769740, 0.573463)
O (4.297370, 1.861068, 0.953245)
N (5.306488, 0.534640, -0.613029)
N (4.459296, -0.331130, 1.352445)
H (5.176469, 1.083087, -1.482632)
H (5.641327, -0.415828, -0.812022)
H (4.347756, -0.157121, 2.372411)
H (4.798094, -1.266208, 1.151060)
C (-2.290422, -7.484540, -0.597463)
O (-1.425125, -7.289367, 0.273960)
N (-2.300165, -8.767744, -1.259939)
N (-3.242398, -6.617357, -0.956796)
H (-1.433841, -9.262796, -1.223840)
H (-3.096535, -9.211089, -1.827283)
H (-3.297048, -5.732766, -0.449944)
H (-3.583717, -6.588355, -1.917860)
C (-2.065308, -3.811838, 1.236486)
O (-2.556962, -4.172856, 0.143851)
N (-1.588536, -4.700164, 2.164903)
N (-2.030375, -2.519588, 1.493535)
H (-0.882877, -4.410674, 2.870595)
H (-1.301405, -5.586044, 1.706291)
H (-2.399703, -1.867697, 0.865460)
H (-1.338557, -2.236975, 2.172729)
C (1.164020, -2.492481, 3.780838)
O (-0.018691, -2.487497, 3.428239)
N (1.586786, -3.045372, 4.932790)
N (2.107791, -1.853498, 3.116178)
H (0.836994, -3.402988, 5.512136)
H (2.542251, -3.229931, 5.313378)
H (1.850555, -1.257576, 2.334941)
H (2.963500, -1.615264, 3.648220)
C (4.416760, 0.695485, -3.988248)
O (5.242861, 1.554122, -3.701080)
N (4.655026, -0.630404, -3.783950)
N (3.129823, 1.045415, -4.383324)
H (4.148541, -1.373767, -4.226488)
H (5.598719, -0.826812, -3.605090)
H (3.001241, 2.034166, -4.538452)
H (2.630269, 0.416402, -4.996380)
C (5.181011, -3.287592, -1.095935)
O (6.133292, -2.571605, -1.069829)
N (4.162352, -3.147729, -1.945878)
N (5.000227, -4.224421, -0.097798)
H (3.340961, -3.752994, -1.856674)
H (4.249799, -2.408148, -2.664822)
H (4.384173, -5.001587, -0.237976)
H (5.897535, -4.553449, 0.109960)
O (-2.334523, 3.904555, -0.811650)
H (-1.352865, 3.813880, -0.638586)
H (-2.557108, 3.063011, -1.266776)
O (0.144263, -0.121476, -6.107908)
H (-0.227945, 0.501029, -5.525116)
H (-0.547265, -0.225058, -6.772584)
C (6.605549, 4.454603, 1.616968)
O (5.389518, 5.009072, 2.094941)
C (5.116290, 4.532131, 3.424643)
C (3.805028, 5.124500, 3.842347)
N (3.932651, 6.497976, 4.229113)
C (2.883289, 7.161050, 5.075949)
C (1.513593, 7.309438, 4.501392)
O (1.607631, 8.009259, 3.262270)
C (0.342631, 8.405162, 2.797840)
H (6.537496, 3.363914, 1.662865)
H (7.429267, 4.811595, 2.315185)
H (6.812524, 4.675288, 0.542658)
H (5.908147, 4.901011, 4.134360)
H (5.086018, 3.428898, 3.478144)
H (3.459887, 4.625838, 4.821411)
H (3.186155, 4.892495, 2.962694)
H (4.202695, 6.980495, 3.432246)
H (3.230357, 8.162222, 5.223701)
H (2.942518, 6.659552, 6.046642)
H (0.919079, 7.801434, 5.293032)
H (1.079716, 6.331336, 4.296923)
H (-0.286676, 7.553400, 2.479688)
H (0.512718, 9.054104, 1.958482)
H (-0.176508, 9.011285, 3.549271)
C (7.218607, -3.163450, -4.307239)
O (7.439896, -2.236776, -5.309233)
C (6.682305, -2.440875, -6.457657)
C (6.877545, -1.298442, -7.424688)
N (6.422790, -0.070989, -6.751826)
C (6.456342, 0.956807, -7.757522)
C (5.609618, 2.168311, -7.388745)
O (5.630925, 3.193422, -8.395965)
C (4.899573, 4.258965, -7.844733)
H (6.196528, -3.488920, -4.157938)
H (7.452619, -2.751980, -3.321357)
H (7.849616, -4.102132, -4.325260)
H (5.584429, -2.428548, -6.225896)
H (6.994018, -3.407608, -6.910448)
H (6.383581, -1.406227, -8.403175)
H (7.993333, -1.144125, -7.631653)
H (7.132331, 0.062006, -6.034774)
H (6.224362, 0.594466, -8.750068)
H (7.410757, 1.435706, -7.921942)
H (5.897010, 2.647923, -6.432599)
H (4.465116, 1.944213, -7.206017)
H (4.549873, 4.985860, -8.571317)
H (5.465785, 4.849934, -7.085088)
H (4.028543, 3.985149, -7.380138)
C (3.038138, 0.283187, -9.415898)
O (2.833899, -0.991637, -8.813351)
C (3.037095, -1.012715, -7.379736)
C (2.434509, -2.335813, -6.981408)
N (2.210626, -2.329784, -5.542088)
C (1.567831, -3.615737, -5.193980)
C (0.083909, -3.696786, -5.619047)
O (-0.546185, -4.592278, -4.748679)
C (-1.958562, -4.389195, -4.757665)
H (2.989398, 0.183606, -10.495713)
H (4.001156, 0.755505, -9.151546)
H (2.237846, 0.905197, -9.008876)
H (2.452409, -0.174257, -6.834357)
H (4.086083, -0.958868, -7.157840)
H (3.106450, -3.134599, -7.245562)
H (1.496295, -2.449014, -7.570270)
H (1.502442, -1.615180, -5.464106)
H (1.432664, -3.834196, -4.092536)
H (2.098278, -4.411638, -5.673770)
H (-0.021539, -3.945824, -6.689100)
H (-0.371561, -2.701792, -5.523996)
H (-2.469653, -4.817389, -5.626057)
H (-2.227721, -3.309706, -4.701216)
H (-2.402123, -4.704770, -3.835621)
C (-5.859545, -1.170294, -0.569201)
O (-6.146946, -0.097183, -1.481837)
C (-7.139754, 0.766912, -1.018991)
C (-6.960525, 2.027527, -1.850173)
N (-5.657065, 2.607906, -1.465442)
C (-5.657921, 4.034054, -1.321455)
C (-6.185822, 4.486469, 0.042568)
O (-5.568719, 3.835930, 1.128280)
C (-6.115813, 4.031204, 2.430979)
H (-5.759276, -0.854321, 0.492673)
H (-4.980931, -1.647872, -0.895516)
H (-6.658688, -1.950496, -0.662844)
H (-6.948417, 1.128167, 0.006375)
H (-8.191759, 0.445964, -1.071948)
H (-7.743355, 2.712682, -1.662020)
H (-7.010107, 1.875872, -2.909754)
H (-5.338711, 2.211445, -0.547089)
H (-6.207098, 4.580876, -2.044773)
H (-4.685714, 4.461843, -1.408044)
H (-7.269051, 4.166096, 0.066400)
H (-6.139807, 5.588447, 0.108868)
H (-7.147456, 3.729401, 2.438064)
H (-5.996637, 5.050277, 2.870604)
H (-5.643026, 3.411186, 3.133181)
C (-4.954718, 0.159894, 3.241746)
O (-6.340281, 0.233348, 2.876182)
C (-7.125403, -0.515639, 3.792020)
C (-7.599092, -1.785532, 3.102398)
N (-6.462007, -2.589910, 2.601271)
C (-6.838489, -3.655395, 1.708513)
C (-5.720905, -4.589473, 1.455298)
O (-5.648219, -5.331151, 2.664683)
C (-4.681164, -6.344786, 2.617428)
H (-4.762732, 0.862514, 4.082060)
H (-4.377648, 0.480548, 2.393886)
H (-4.687057, -0.853468, 3.464117)
H (-7.983221, 0.015636, 4.203118)
H (-6.557887, -0.780445, 4.622952)
H (-8.308250, -1.427171, 2.273120)
H (-8.271411, -2.405018, 3.746378)
H (-6.007101, -3.068050, 3.405246)
H (-7.124237, -3.152206, 0.771453)
H (-7.681014, -4.216887, 2.120762)
H (-4.802123, -4.036412, 1.257896)
H (-5.836189, -5.149296, 0.540788)
H (-4.841423, -7.024188, 3.398017)
H (-3.635368, -6.029531, 2.754810)
H (-4.766805, -6.875644, 1.620570)
C (-1.109922, 0.121082, 4.321883)
O (-2.042585, 0.949265, 4.920697)
C (-1.892800, 0.871586, 6.340491)
C (-1.708961, 2.350227, 6.856142)
N (-0.619482, 3.139905, 6.272650)
C (-0.571637, 4.585301, 6.520895)
C (-0.242645, 4.829115, 7.981359)
O (-0.420871, 6.220258, 8.201140)
C (0.517657, 6.967781, 8.971101)
H (-0.076779, 0.387751, 4.617251)
H (-1.244008, 0.303709, 3.242737)
H (-1.268992, -0.903329, 4.514220)
H (-1.126180, 0.209386, 6.806026)
H (-2.878106, 0.552294, 6.621153)
H (-1.615495, 2.388083, 7.956101)
H (-2.707632, 2.816567, 6.561673)
H (-0.572811, 2.990319, 5.292178)
H (-1.490274, 5.166370, 6.239511)
H (0.203157, 5.017462, 5.931249)
H (0.765287, 4.439164, 8.129919)
H (-0.952703, 4.291175, 8.618834)
H (1.350143, 7.252634, 8.313586)
H (0.880626, 6.346742, 9.798411)
H (-0.032235, 7.943538, 9.272180)
C (-8.408567, -3.318109, -3.604075)
O (-7.482730, -4.364452, -3.835167)
C (-6.151109, -4.049399, -3.427533)
C (-5.491221, -2.767669, -3.915062)
N (-4.906014, -2.925397, -5.246707)
C (-5.924657, -2.687638, -6.339456)
C (-6.364262, -1.220907, -6.554000)
O (-5.254542, -0.348525, -6.690638)
C (-5.660720, 0.952943, -7.086670)
H (-8.087051, -2.365660, -4.127966)
H (-8.500749, -3.117514, -2.583132)
H (-9.311366, -3.704646, -4.003871)
H (-5.616277, -4.956711, -3.492083)
H (-6.313664, -3.948189, -2.345987)
H (-4.707007, -2.575228, -3.200565)
H (-6.201913, -1.970785, -3.738263)
H (-4.099878, -2.329120, -5.449662)
H (-6.787188, -3.368675, -6.174903)
H (-5.502397, -2.920085, -7.334724)
H (-6.969203, -0.934130, -5.706877)
H (-7.034947, -1.069423, -7.452553)
H (-4.815383, 1.572446, -6.710320)
H (-6.572011, 1.275165, -6.522726)
H (-5.763484, 1.144063, -8.144703)
C (6.519010, -5.786822, 13.425243)
O (6.567818, -5.992374, 12.014313)
C (5.285051, -5.929033, 11.306131)
C (5.114664, -4.539128, 10.737245)
N (3.919137, -4.466733, 9.923554)
C (3.436063, -3.131745, 9.670012)
C (2.688191, -2.965626, 8.346092)
O (3.513373, -3.294283, 7.266042)
C (4.514563, -2.347892, 7.002698)
H (7.423441, -5.356861, 13.797403)
H (6.421148, -6.665483, 14.063455)
H (5.661308, -5.200244, 13.728459)
H (4.526854, -6.147193, 12.014117)
H (5.222137, -6.676288, 10.520677)
H (6.046613, -4.337666, 10.203184)
H (5.149423, -3.749020, 11.556331)
H (4.079953, -4.919906, 9.018287)
H (4.190908, -2.344624, 9.614507)
H (2.761018, -2.882463, 10.528078)
H (2.409902, -1.881400, 8.216627)
H (1.816336, -3.608107, 8.189526)
H (4.253386, -1.294361, 7.275809)
H (4.631567, -2.474425, 5.929757)
H (5.484280, -2.632835, 7.408982)
C (1.046661, 6.599430, -7.521800)
O (1.523192, 6.146834, -6.277562)
C (0.597914, 5.153135, -5.699522)
C (0.584477, 5.306277, -4.182585)
N (-0.163815, 4.228149, -3.527940)
C (0.602249, 3.065450, -3.074862)
C (1.664230, 3.300040, -2.011033)
O (0.942296, 3.463064, -0.791980)
C (1.627415, 3.909609, 0.300041)
H (1.902808, 6.954161, -8.062195)
H (0.225944, 7.337424, -7.448743)
H (0.626968, 5.747856, -8.015176)
H (1.079363, 4.187311, -6.024501)
H (-0.448572, 5.236605, -6.082395)
H (0.082484, 6.191986, -3.943990)
H (1.630408, 5.355406, -3.875739)
H (-0.552797, 4.609258, -2.640713)
H (1.072013, 2.567401, -3.939154)
H (-0.101013, 2.298825, -2.689981)
H (2.220558, 4.202315, -2.217257)
H (2.317379, 2.404981, -1.905891)
H (2.549333, 3.287732, 0.448245)
H (0.979864, 3.802967, 1.176028)
H (1.953952, 4.930311, 0.291006)
C (0.833871, 0.908379, 0.765179)
O (0.827346, -0.527063, 0.905354)
C (1.630151, -1.206760, -0.052350)
C (0.855574, -1.277871, -1.378674)
N (-0.266851, -2.216079, -1.205131)
C (-1.239360, -2.218909, -2.299003)
C (-2.072246, -0.995906, -2.359890)
O (-2.789105, -1.009106, -1.132035)
C (-2.973356, 0.272273, -0.718728)
H (1.872613, 1.318634, 0.627112)
H (0.379617, 1.381165, 1.669058)
H (0.330058, 1.258361, -0.114018)
H (1.833466, -2.240185, 0.305360)
H (2.595921, -0.696228, -0.214088)
H (1.448952, -1.589040, -2.150893)
H (0.492313, -0.233850, -1.538029)
H (-0.801203, -1.875437, -0.397795)
H (-1.797631, -3.122674, -2.290359)
H (-0.656642, -2.273044, -3.287190)
H (-2.812790, -1.078453, -3.252141)
H (-1.469312, -0.081544, -2.586059)
H (-3.751809, 0.884697, -1.304668)
H (-2.006606, 0.784274, -0.751494)
H (-3.326286, 0.234775, 0.347992)

Forces on atoms 1 to 3 (eV/Å):
-1.0 -0.1 0.1
0.1 0.2 -0.3
-0.4 1.0 -0.1

The calculation puts the HOMO energy at -0.2984 Eh. The calculation puts the frontier orbital gap at 0.3068 Eh. The largest force on an atom comes out at 4.583 eV Å⁻¹. Its net charge is 0.

Atomic partial charges in e from the Löwdin method, atoms 1 to 5: -0.663, 0.026, 0.148, 0.137, 0.050